(i)
C5H10O | ωB97M-V with the def2-TZVPD basis set

LUMO level = 0.9 eV
SMILES = C=C(C)O.C=C
Kohn-Sham gap = 9.846 eV
E_HOMO = -8.95 eV
spin multiplicity = 1

Element x y z (Å)
C (-1.275, -1.317, -1.258)
C (-1.374, -0.219, -0.507)
C (-1.041, 1.170, -0.955)
O (-1.788, -0.222, 0.795)
H (-1.527, -2.303, -0.873)
H (-0.944, -1.253, -2.287)
H (-1.912, 1.823, -0.834)
H (-0.230, 1.576, -0.340)
H (-0.730, 1.178, -2.002)
H (-1.990, -1.132, 1.052)
C (1.582, -0.180, 1.029)
C (2.704, 0.450, 1.355)
H (1.517, -0.821, 0.152)
H (0.669, -0.073, 1.610)
H (2.765, 1.094, 2.229)
H (3.612, 0.347, 0.765)



(ii)
C5H10O | ωB97M-V with the def2-TZVPD basis set

LUMO level = 1.1 eV
SMILES = C/C=C/CCO
Kohn-Sham gap = 10.685 eV
E_HOMO = -9.55 eV
spin multiplicity = 1

Element x y z (Å)
C (-0.401, 2.606, 0.107)
C (-0.244, 1.218, -0.443)
C (-1.071, 0.205, -0.186)
C (-0.806, -1.222, -0.568)
C (-0.246, -2.008, 0.628)
O (0.890, -1.403, 1.209)
H (-1.284, 2.672, 0.752)
H (-0.489, 3.359, -0.685)
H (0.475, 2.874, 0.711)
H (0.631, 1.038, -1.075)
H (-1.953, 0.391, 0.431)
H (-1.720, -1.722, -0.914)
H (-0.083, -1.262, -1.393)
H (0.024, -3.020, 0.296)
H (-1.029, -2.110, 1.394)
H (1.075, -0.588, 0.720)



So which one is most stable? That would be (ii), about 68.6 kJ/mol below the next structure.



(i)
C5H10O | ωB97M-V with the def2-TZVPD basis set

LUMO level = 1.1 eV
Kohn-Sham gap = 9.254 eV
E_HOMO = -8.15 eV
spin multiplicity = 1

Element x y z (Å)
C (2.166, 0.243, 1.559)
C (1.041, 0.922, 0.849)
O (0.739, 0.147, -0.174)
C (-0.705, 0.097, -0.323)
C (-1.178, 0.883, -1.513)
C (-1.055, -1.381, -0.267)
H (3.039, 0.883, 1.420)
H (2.292, -0.782, 1.178)
H (1.862, 0.229, 2.621)
H (-1.051, 0.565, 0.591)
H (-0.818, 1.909, -1.382)
H (-0.782, 0.470, -2.446)
H (-2.274, 0.876, -1.509)
H (-2.143, -1.469, -0.211)
H (-0.616, -1.844, 0.629)
H (-0.688, -1.919, -1.147)



(ii)
C5H10O | ωB97M-V with the def2-TZVPD basis set

LUMO level = 0.9 eV
Kohn-Sham gap = 9.347 eV
E_HOMO = -8.43 eV
spin multiplicity = 1

Element x y z (Å)
C (1.557, -0.044, 1.106)
C (0.745, 0.161, -0.174)
C (-0.391, -0.883, -0.333)
C (0.110, 1.535, -0.182)
C (-1.630, -0.645, 0.536)
O (-0.067, 1.859, -1.451)
H (2.080, -1.007, 1.081)
H (2.309, 0.743, 1.228)
H (0.916, -0.022, 1.994)
H (1.404, 0.050, -1.049)
H (-0.693, -0.901, -1.387)
H (0.030, -1.872, -0.107)
H (-2.368, -1.437, 0.369)
H (-2.108, 0.312, 0.302)
H (-1.385, -0.634, 1.604)
H (-0.513, 2.719, -1.469)



(iii)
C5H10O | ωB97M-V with the def2-TZVPD basis set

LUMO level = 0.4 eV
Kohn-Sham gap = 8.562 eV
E_HOMO = -8.14 eV
spin multiplicity = 1

Element x y z (Å)
C (-0.388, 2.334, -0.321)
C (0.037, 1.555, 0.856)
C (1.121, -1.847, -1.026)
C (-0.851, 0.383, 1.106)
C (0.005, -0.840, 0.766)
O (0.336, -0.763, -0.601)
H (0.427, 2.897, -0.787)
H (-1.032, 3.093, 0.167)
H (-1.002, 1.818, -1.078)
H (1.312, -1.709, -2.092)
H (0.601, -2.807, -0.879)
H (2.085, -1.888, -0.494)
H (-1.788, 0.332, 0.526)
H (-1.084, 0.311, 2.176)
H (-0.560, -1.763, 0.976)
H (0.915, -0.840, 1.385)



So which one is most stable? That would be (ii), about 59.5 kJ/mol below the next structure.



(i)
C3H6 | ωB97M-V with the def2-TZVPD basis set

LUMO level = 1.4 eV
SMILES = C1CC1
Kohn-Sham gap = 11.883 eV
E_HOMO = -10.46 eV
spin multiplicity = 1

Element x y z (Å)
C (0.877, -0.162, -0.054)
C (-0.576, -0.635, -0.019)
C (-0.278, 0.783, -0.027)
H (1.492, -0.367, -0.829)
H (1.325, -0.245, 0.930)
H (-1.033, -1.136, 0.905)
H (-0.895, -1.069, -0.911)
H (-0.625, 1.431, -0.871)
H (-0.287, 1.401, 0.877)



(ii)
C3H6 | ωB97M-V with the def2-TZVPD basis set

LUMO level = 1.2 eV
SMILES = C=CC
Kohn-Sham gap = 10.228 eV
E_HOMO = -9.02 eV
spin multiplicity = 1

Element x y z (Å)
C (1.381, -0.256, 0.057)
C (0.152, 0.396, 0.064)
C (-1.134, -0.226, 0.012)
H (1.620, -1.246, 0.014)
H (2.171, 0.626, -0.291)
H (0.127, 1.513, 0.064)
H (-1.202, -1.181, -0.416)
H (-1.276, -0.134, 1.090)
H (-1.840, 0.508, -0.595)



So which one is most stable? That would be (i), about 76.3 kJ/mol below the next structure.



(i)
C3H6 | ωB97M-V with the def2-TZVPD basis set

LUMO level = 1.3 eV
SMILES = C=CC
Kohn-Sham gap = 10.969 eV
E_HOMO = -9.63 eV
spin multiplicity = 1

Element x y z (Å)
C (1.155, -0.283, -0.477)
C (-0.158, -0.446, -0.258)
C (-0.881, 0.570, 0.650)
H (1.700, 0.586, -0.017)
H (1.727, -0.882, -1.184)
H (-0.773, -1.186, -0.762)
H (-0.720, 0.515, 1.739)
H (-0.654, 1.558, 0.291)
H (-1.982, 0.362, 0.449)



(ii)
C3H6 | ωB97M-V with the def2-TZVPD basis set

LUMO level = -0.4 eV
Kohn-Sham gap = 10.305 eV
E_HOMO = -10.75 eV
spin multiplicity = 1

Element x y z (Å)
C (1.996, 0.262, 0.063)
C (1.405, -0.486, 0.973)
C (-1.548, -0.147, 0.002)
H (3.024, 0.305, -0.248)
H (1.369, 0.691, -0.745)
H (-2.166, 0.343, -0.629)
H (-1.135, 0.423, 0.814)
H (-0.740, -0.500, -0.699)
H (-2.205, -0.891, 0.469)



So which one is most stable? That would be (i), about 343.4 kJ/mol below the next structure.



(i)
CH4NO2S | ωB97M-V with the def2-TZVPD basis set

LUMO level (alpha / beta) = 4.1 / 3.9 eV
Kohn-Sham gap (alpha / beta) = 8.088 / 6.761 eV
E_HOMO (alpha / beta) = -4.03 / -2.83 eV
spin multiplicity = 1
net charge = -1

Element x y z (Å)
C (0.572, 0.678, 0.116)
N (-2.319, -1.497, -0.268)
O (-2.428, 0.791, -1.169)
O (-2.862, 0.348, 1.355)
S (-2.218, 0.032, 0.054)
H (1.256, -0.104, -0.250)
H (0.249, 1.121, -0.811)
H (0.721, 0.959, 1.174)
H (-2.026, -1.800, -1.216)



(ii)
CH4NO2S | ωB97M-V with the def2-TZVPD basis set

LUMO level = 4.4 eV
SMILES = C[S@](=N)(=O)[O-]
Kohn-Sham gap = 8.364 eV
E_HOMO = -3.98 eV
spin multiplicity = 1
net charge = -1

Element x y z (Å)
C (0.414, -0.518, -0.163)
S (-1.759, -0.131, 0.064)
N (-1.808, 1.359, -0.433)
O (-2.301, -0.276, 1.411)
O (-2.168, -1.146, -0.880)
H (0.972, -0.589, 0.686)
H (0.551, -1.235, -0.902)
H (0.478, 0.441, -0.750)
H (-2.036, 1.917, 0.452)



So which one is most stable? That would be (ii), about 164.8 kJ/mol below the next structure.